No. 1
Below is a 2-piece molecular cluster, C9H14O overall, with properties calculated with ωB97M-V with the def2-TZVPD basis set.

Each line ends with the natural charge from an NBO analysis.
CARTESIAN COORDINATES (ANGSTROEM)
1 O -0.750 -2.649 -1.239  -0.74
2 C -0.051 1.611 -1.439  -0.63
3 C 0.119 -2.003 -2.202  -0.07
4 C 0.054 2.194 2.274  -0.20
5 C -0.645 -0.042 1.945  -0.19
6 C -0.517 1.048 2.779  -0.23
7 C 0.295 2.308 0.916  -0.22
8 C -0.433 0.061 0.570  -0.24
9 C -0.104 1.298 0.028  -0.01
10 C 1.575 -2.310 -1.990  -0.65
11 H 0.635 3.273 0.565  0.21
12 H -0.908 -1.016 2.336  0.21
13 H -0.519 -0.851 -0.004  0.24
14 H 0.594 0.957 -2.042  0.21
15 H 0.337 2.980 2.962  0.21
16 H -0.258 -3.301 -0.733  0.47
17 H 0.333 2.621 -1.587  0.22
18 H 1.872 -2.177 -0.945  0.22
19 H 2.155 -1.586 -2.552  0.22
20 H -0.295 -2.367 -3.144  0.17
21 H -0.742 1.024 3.839  0.21
22 H -1.014 1.495 -1.927  0.22
23 H -0.169 -0.954 -2.197  0.18
24 H 1.827 -3.310 -2.319  0.21

Forces on the atoms, in the same order (eV/Å):
O 0.19 0.18 0.20
C 0.50 -0.38 -0.55
C -1.63 -0.85 0.12
C 0.21 0.17 -0.02
C -0.21 -0.51 -0.34
C 0.42 -0.06 0.54
C -0.95 0.21 0.08
C -0.09 0.08 0.56
C 0.99 0.43 0.04
C -0.02 0.63 0.05
H 0.17 -0.09 -0.32
H -0.16 0.03 0.12
H -0.28 0.23 -0.27
H 0.15 0.01 0.45
H -0.12 0.20 -0.13
H 0.11 0.00 -0.09
H -0.25 0.02 -0.07
H -0.17 -0.06 -0.03
H 0.30 -0.03 -0.25
H 0.66 -0.05 -0.44
H -0.02 -0.34 -0.07
H -0.37 0.27 0.12
H 0.49 0.10 0.32
H 0.07 -0.20 -0.02

Calculated values
- HOMO energy (eV) = -8.899
- SMILES string = Cc1ccccc1.CCO
- orbital gap (eV) = 9.82
- F_max (Eh/bohr) = 0.0358
- charge = 0
- relative energy (zero: lowest compared OMol25 entry of this formula, charge and spin) (kcal per mole) = 16.6

=====

No. 2
Below is a 5-piece molecular cluster, C30H63N2O9 overall, with properties calculated with ωB97M-V with the def2-TZVPD basis set.

Each line ends with the Mulliken charge.
CARTESIAN COORDINATES (ANGSTROEM)
1 O 6.935 -1.971 -3.343  -0.38
2 O -2.406 4.199 -1.509  -0.54
3 O 0.048 -0.788 -0.782  -0.38
4 O 5.057 -2.562 -5.592  -0.37
5 O 8.600 -0.514 2.641  -0.38
6 O 6.740 -1.616 0.578  -0.17
7 O -1.540 -3.539 7.419  -0.37
8 O 2.267 -0.479 1.196  -0.38
9 O -2.939 -1.717 5.508  -0.39
10 N -3.600 3.825 -2.003  0.55
11 N -6.270 0.705 -0.515  -0.81
12 C -3.420 -2.987 5.959  -0.51
13 C -3.609 2.474 -2.632  1.29
14 C 7.667 -2.656 0.288  -0.86
15 C 5.261 -1.254 -6.115  -0.70
16 C -6.127 4.665 -1.845  -1.10
17 C -4.748 4.170 -1.117  1.19
18 C -5.161 3.066 0.019  -1.24
19 C 9.290 0.225 1.641  -0.62
20 C -7.329 1.451 -2.881  -0.77
21 C -0.805 -2.442 7.947  -0.70
22 C -4.988 1.502 -0.415  2.67
23 C -8.528 1.983 -0.409  -0.97
24 C 6.291 -3.238 -5.331  -0.62
25 C -3.532 0.172 1.978  -1.04
26 C -4.152 0.788 0.850  -0.83
27 C 2.859 -1.689 0.740  -0.34
28 C 0.472 0.441 -0.184  -0.12
29 C -4.111 1.210 -1.750  -0.79
30 C 6.595 -3.273 -3.832  -0.44
31 C -4.302 2.456 -4.158  -1.26
32 C 5.875 -1.384 -2.597  -0.75
33 C -1.995 2.153 -2.968  -1.28
34 C 6.469 -1.510 1.979  -0.39
35 C -2.947 -3.282 7.385  -0.51
36 C -4.236 5.504 -0.238  -1.34
37 C 7.185 -0.303 2.590  -0.63
38 C -0.662 -1.615 0.133  -0.56
39 C -7.238 1.328 -1.251  0.45
40 C 1.972 0.419 0.121  -0.60
41 C -1.863 -1.846 4.586  -0.96
42 H 0.274 1.232 -0.915  0.17
43 H -8.177 2.350 0.656  0.26
44 H 5.683 -1.316 -7.122  0.33
45 H -3.446 -0.483 2.968  0.25
46 H -5.214 5.941 0.250  0.40
47 H 5.388 -1.365 2.081  0.21
48 H -4.446 3.278 0.953  0.44
49 H 5.919 -0.664 -5.471  0.29
50 H 6.942 0.616 2.045  0.34
51 H 6.736 -2.434 2.505  0.40
52 H -6.709 0.586 -3.419  0.25
53 H -6.977 2.472 -3.331  0.07
54 H -1.625 -1.158 0.379  0.04
55 H -1.390 1.849 -2.014  -0.01
56 H -7.119 4.179 -1.395  0.06
57 H -1.023 -2.325 9.013  0.33
58 H 4.942 -1.372 -3.168  0.43
59 H -0.846 -2.579 -0.348  0.34
60 H -6.184 4.497 -2.999  0.17
61 H 0.261 -2.655 7.831  0.24
62 H -1.058 -2.463 4.996  0.42
63 H 9.230 1.296 1.860  0.32
64 H -3.166 0.548 -1.441  -0.02
65 H -9.447 1.246 -0.362  0.34
66 H 4.291 -0.753 -6.174  0.24
67 H -3.123 -3.789 5.273  0.34
68 H 2.278 1.417 0.451  0.39
69 H 10.342 -0.075 1.657  0.24
70 H 7.117 -2.783 -5.890  0.32
71 H -4.757 0.477 -2.437  0.16
72 H -0.110 0.662 0.719  0.29
73 H -4.909 3.428 -4.394  0.24
74 H 3.862 -1.490 0.351  -0.12
75 H -1.035 -1.514 7.415  0.29
76 H -2.035 1.176 -3.653  0.43
77 H -1.466 -0.849 4.380  0.34
78 H -3.216 -2.465 8.065  0.33
79 H 5.732 -1.929 -1.659  0.23
80 H 8.586 -2.547 0.871  0.43
81 H -4.962 1.504 -4.344  0.17
82 H 8.886 0.025 0.645  0.22
83 H 6.847 -0.181 3.625  0.39
84 H 7.922 -2.602 -0.774  0.19
85 H -6.271 5.837 -1.676  0.43
86 H 7.211 -3.630 0.487  0.31
87 H 5.756 -3.699 -3.270  0.33
88 H -0.086 -1.786 1.047  0.31
89 H 7.470 -3.910 -3.666  0.39
90 H -8.878 2.922 -1.048  0.30
91 H -8.456 1.283 -3.200  0.39
92 H -3.500 5.219 0.626  0.30
93 H -3.443 -4.192 7.738  0.37
94 H -4.513 -2.929 5.957  0.38
95 H 6.168 -4.266 -5.688  0.39
96 H -2.224 -2.279 3.648  0.43
97 H 2.943 -2.372 1.590  0.32
98 H 2.551 0.166 -0.775  0.24
99 H 2.248 -2.167 -0.032  0.34
100 H -3.449 2.411 -4.994  0.38
101 H -3.803 6.355 -0.946  0.35
102 H -6.249 3.348 0.422  0.07
103 H 6.152 -0.352 -2.362  0.30
104 H -1.501 2.981 -3.630  0.42

Forces on the atoms, in the same order (eV/Å):
O -0.36 -0.27 -0.05
O -2.69 -0.65 -1.18
O 0.02 0.13 0.44
O 0.48 0.23 -0.02
O -0.24 0.23 -0.38
O 0.23 -0.25 0.40
O -0.22 0.45 0.07
O 0.04 -0.14 -0.43
O 0.22 -0.40 -0.15
N 1.11 -0.70 1.88
N -2.74 5.09 -1.09
C -0.11 0.50 0.46
C 2.40 -1.66 -2.53
C -0.05 0.14 -0.20
C -0.21 -0.12 0.08
C -0.99 0.83 -0.62
C -1.24 2.28 2.08
C 0.71 0.57 1.06
C 0.10 -0.17 0.15
C -0.16 -0.58 -0.40
C 0.10 -0.19 -0.10
C 1.81 -2.07 0.52
C 0.01 -0.17 -1.19
C -0.57 -0.17 0.41
C -5.42 3.82 -7.49
C 3.37 -4.38 7.80
C -0.07 0.07 0.17
C 0.40 -0.27 -0.47
C 0.49 -0.87 -0.29
C 0.45 0.41 -0.36
C 0.35 0.26 -0.64
C 0.05 0.09 0.01
C -0.67 -1.40 -0.86
C -0.08 0.62 -0.31
C 0.27 -0.43 -0.47
C -1.00 0.21 0.00
C 0.21 -0.62 0.24
C -0.06 -0.04 -0.21
C 0.81 -1.28 1.66
C -0.42 0.07 0.52
C -0.03 0.19 0.16
H 0.08 0.03 0.08
H -0.72 -1.11 -2.27
H 0.07 0.10 0.00
H -0.10 1.89 -2.74
H 1.88 -0.86 -0.81
H 0.04 0.02 0.08
H -1.48 -0.74 -2.15
H 0.04 -0.03 -0.05
H 0.02 -0.17 -0.04
H 0.09 0.13 -0.04
H -1.31 1.94 1.46
H -0.68 -1.86 1.07
H 0.01 -0.04 0.13
H -1.20 0.99 -1.86
H 2.44 0.91 -0.87
H 0.01 0.12 0.01
H 0.01 -0.05 0.00
H 0.08 0.16 -0.05
H 0.34 0.25 2.11
H -0.20 -0.08 -0.01
H -0.04 -0.04 -0.06
H 0.00 0.04 -0.12
H -2.01 1.67 -0.64
H 1.90 1.43 0.06
H 0.08 -0.18 0.03
H 0.07 0.07 0.13
H -0.03 0.00 -0.05
H -0.19 -0.01 0.10
H -0.06 0.03 0.15
H 1.42 1.84 1.59
H 0.10 -0.07 -0.04
H 1.01 -1.88 0.57
H 0.02 -0.10 -0.12
H -0.03 -0.01 0.07
H 0.09 1.97 1.48
H -0.12 -0.08 0.08
H 0.05 -0.01 -0.17
H -0.12 0.10 -0.02
H -0.05 -0.04 0.04
H 1.27 2.00 0.54
H -0.02 0.06 0.03
H -0.05 0.00 -0.05
H -0.12 0.08 0.09
H 0.46 -2.57 -0.46
H 0.09 -0.07 0.06
H 0.01 0.10 -0.14
H -0.01 0.04 0.03
H -0.03 -0.04 -0.04
H 0.65 -1.96 1.30
H 2.22 0.47 0.81
H -1.28 0.58 -1.96
H -0.04 0.04 -0.03
H 0.02 -0.05 0.02
H 0.05 0.00 0.02
H 0.12 -0.12 -0.06
H -0.05 0.18 -0.04
H -0.14 -0.06 0.06
H 0.05 0.04 -0.02
H -1.76 0.18 2.00
H -0.81 -2.05 1.51
H 2.44 -0.94 -1.07
H 0.08 -0.20 -0.03
H -0.95 -1.45 1.60

Calculated values
- HOMO energy (spin up / spin down) (eV) = -8.144 / -8.148
- multiplicity = 2
- orbital gap (spin up / spin down) (eV) = 7.66 / 7.66
- F_max (Eh/bohr) = 0.1946
- charge = 0